Density functional theory data (ωB97M-V/def2-TZVPD) for C46H51N9O2PbS as an isolated structure in a non-equilibrium geometry.

Atoms and positions in Å:
Pb 0.881 -0.409 -0.165
C -1.112 1.797 -5.967
C -0.449 1.868 -4.619
C -0.982 2.633 -3.588
C -0.372 2.684 -2.349
C 0.779 1.944 -2.068
N 1.354 1.874 -0.799
C 1.747 2.964 -0.114
C 1.625 4.290 -0.616
C 1.930 5.403 0.126
C 2.363 5.288 1.449
C 2.588 6.494 2.326
C 2.619 4.014 1.912
C 2.401 2.866 1.148
N 2.975 1.655 1.648
C 4.076 1.612 2.434
C 4.383 0.290 2.674
C 3.416 -0.425 1.972
N 2.570 0.404 1.368
C 1.317 1.173 -3.120
C 0.709 1.151 -4.368
N 2.521 0.442 -2.921
C 3.515 0.258 -3.820
C 4.520 -0.434 -3.185
C 4.041 -0.635 -1.882
N 2.839 -0.104 -1.742
H -1.806 2.627 -6.098
H -0.371 1.830 -6.767
H -1.672 0.865 -6.063
H -1.888 3.204 -3.756
H -0.803 3.277 -1.555
H 1.287 4.406 -1.636
H 1.825 6.384 -0.326
H 2.059 7.364 1.938
H 2.235 6.304 3.341
H 3.650 6.748 2.385
H 3.012 3.908 2.917
H 4.591 2.501 2.747
H 5.192 -0.096 3.269
H 3.292 -1.491 1.860
H 1.146 0.549 -5.156
H 3.458 0.653 -4.818
H 5.455 -0.761 -3.604
H 4.512 -1.131 -1.050
C -0.690 -4.230 0.376
C 0.478 -4.287 1.320
C 1.322 -5.388 1.362
C 2.355 -5.464 2.283
C 2.513 -4.457 3.222
C 1.683 -3.343 3.216
C 1.770 -2.303 4.303
C 0.705 -3.239 2.218
N 0.004 -2.028 2.086
C -1.091 -1.772 2.671
C -1.804 -2.757 3.559
C -1.685 -0.402 2.519
C -2.922 -0.077 3.314
N -1.107 0.432 1.759
C -1.535 1.768 1.620
C -0.936 2.736 2.435
C -0.004 2.309 3.538
C -1.263 4.071 2.244
C -2.184 4.441 1.280
C -2.795 3.471 0.502
C -2.484 2.126 0.654
C -3.132 1.066 -0.185
H -0.604 -4.997 -0.393
H -0.750 -3.253 -0.105
H -1.626 -4.404 0.918
H 1.164 -6.192 0.654
H 3.022 -6.316 2.277
H 3.284 -4.536 3.979
H 0.959 -2.454 5.022
H 1.675 -1.295 3.904
H 2.711 -2.386 4.846
H -1.269 -3.704 3.566
H -2.823 -2.928 3.208
H -1.858 -2.378 4.581
H -3.746 -0.736 3.036
H -3.219 0.953 3.129
H -2.737 -0.198 4.382
H 0.599 1.455 3.224
H -0.575 2.012 4.424
H 0.656 3.128 3.814
H -0.785 4.821 2.862
H -2.437 5.485 1.146
H -3.525 3.762 -0.245
H -3.890 1.493 -0.840
H -3.606 0.303 0.440
H -2.384 0.567 -0.797
S 1.008 -4.186 -3.546
C 1.195 -3.177 -2.306
N 1.299 -2.447 -1.392
O -1.954 -1.179 -4.319
C -1.776 -1.589 -3.075
O -1.252 -0.909 -2.227
C -2.343 -2.990 -2.782
N -3.126 -3.447 -3.940
C -4.549 -3.520 -3.562
C -4.653 -2.650 -2.308
C -3.321 -2.923 -1.605
H -1.483 -3.629 -2.580
H -2.782 -4.319 -4.316
H -2.454 -1.917 -4.748
H -4.860 -4.544 -3.332
H -5.173 -3.154 -4.379
H -5.519 -2.915 -1.704
H -4.723 -1.595 -2.585
H -3.361 -3.881 -1.083
H -3.035 -2.142 -0.902

As for the gap between HOMO and LUMO: 6.13 eV. The value obtained for the lowest unoccupied orbital energy is -0.18 eV. Its largest force on an atom is 1.252 eV/Å.

Here are the Löwdin charges for atoms 1 to 99, given in e: Pb 1.42; C -0.05; C -0.28; C -0.03; C -0.03; C -0.29; N -0.09; C -0.23; C -0.02; C -0.05; C -0.30; C -0.06; C -0.03; C -0.13; N -0.05; C -0.05; C -0.04; C -0.16; N -0.06; C -0.13; C 0.02; N -0.06; C -0.05; C -0.05; C -0.13; N -0.04; H 0.07; H 0.08; H 0.07; H 0.11; H 0.11; H 0.10; H 0.11; H 0.07; H 0.07; H 0.08; H 0.11; H 0.12; H 0.10; H 0.11; H 0.12; H 0.12; H 0.09; H 0.11; C -0.05; C -0.21; C -0.04; C -0.08; C -0.05; C -0.23; C -0.04; C -0.23; N 0.10; C -0.25; C 0.00; C -0.26; C 0.00; N 0.09; C -0.23; C -0.21; C -0.03; C -0.04; C -0.08; C -0.06; C -0.22; C -0.02; H 0.08; H 0.04; H 0.08; H 0.11; H 0.10; H 0.11; H 0.08; H 0.06; H 0.08; H 0.09; H 0.09; H 0.09; H 0.09; H 0.09; H 0.09; H 0.06; H 0.09; H 0.07; H 0.11; H 0.10; H 0.11; H 0.09; H 0.08; H 0.05; S 0.51; C -1.00; N -0.10; O 0.12; C -0.49; O 0.00; C -0.25; N -0.02; C -0.19